This record from the OMol25 dataset describes C11H15Cl2O2PbSc as an isolated structure. The level of theory is wB97M-V/def2-TZVPD.

Each line ends with the Mulliken charge.
Element x y z (Å)
Sc (-0.55931, 0.00423, -0.78584)  0.80
Cl (-0.97794, 2.15376, -2.03634)  -0.44
C (-2.62882, -0.22085, -0.28218)  -0.87
H (-2.50614, -0.71871, 0.70846)  0.25
H (-3.12677, -0.85171, -1.02228)  0.26
H (-3.00747, 0.80379, -0.21942)  0.20
Pb (-0.10271, 0.25552, -3.88041)  0.39
C (1.99898, 0.85197, -4.34973)  -1.19
C (-1.48164, 0.08338, -5.60820)  -1.28
C (-0.18513, -1.41970, -2.44716)  -0.96
H (-1.80622, -0.96535, -5.52736)  0.33
H (-2.25679, 0.84192, -5.42432)  0.32
H (-0.79116, 0.28945, -6.44441)  0.25
H (2.58419, 0.00654, -3.95973)  0.33
H (1.96264, 0.90636, -5.45072)  0.22
H (2.16031, 1.81134, -3.83817)  0.31
H (-1.06327, -2.10954, -2.58381)  0.22
H (0.84034, -1.79158, -2.34784)  0.25
Cl (1.26601, 0.84888, 7.39830)  -0.36
C (1.06007, 0.43358, 5.76840)  0.32
C (0.74635, -0.88069, 5.41743)  -0.38
C (0.56213, -1.22769, 4.08992)  -0.63
C (0.69472, -0.23654, 3.11051)  0.11
C (1.01655, 1.07092, 3.44591)  -0.50
C (1.19876, 1.42693, 4.76428)  -0.46
C (0.39880, -0.57754, 1.69410)  0.76
O (-0.06054, -1.66578, 1.22175)  -0.80
O (0.57908, 0.46188, 0.91704)  -0.75
H (0.63679, -1.64385, 6.18986)  0.32
H (0.29982, -2.22982, 3.77567)  0.36
H (1.10732, 1.84397, 2.65012)  0.26
H (1.44103, 2.44497, 5.05617)  0.36

Energy relative to the best compared isomer or geometry (same formula, charge and spin) (eV): 2.325
E (Ha): -2452.53698
HOMO-LUMO gap (spin up / spin down) (eV): 4.00 / 2.64
Total charge: -2

***

This record from the OMol25 dataset describes C41H38AsMoN2O as an isolated structure. The level of theory is wB97M-V/def2-TZVPD.

Each line ends with the Mulliken charge.
Element x y z (Å)
Mo (-0.18653, 0.08465, -0.00230)  -0.55
C (2.82296, -0.35735, 2.01809)  -1.32
C (2.17869, 0.18146, 0.78650)  1.38
C (2.00526, -0.64136, -0.34691)  -0.96
C (1.70093, -0.04204, -1.59864)  0.64
C (1.86620, -0.81554, -2.86398)  -1.55
C (1.17988, 1.25589, -1.58948)  -1.24
C (1.08036, 2.03810, -0.39912)  0.80
C (0.56660, 3.44246, -0.44294)  -1.61
C (1.69306, 1.50201, 0.74406)  -0.60
H (3.73920, 0.21410, 2.18970)  0.38
H (3.08995, -1.40618, 1.91144)  0.45
H (2.19884, -0.21668, 2.89771)  0.16
H (2.34796, -1.67030, -0.32053)  0.68
H (2.89195, -0.64650, -3.20722)  0.37
H (1.19347, -0.47506, -3.64766)  0.35
H (1.74546, -1.88587, -2.70538)  0.50
H (0.86680, 1.70185, -2.52517)  1.21
H (1.36970, 4.10368, -0.77710)  0.38
H (0.23988, 3.77431, 0.54104)  0.34
H (-0.26177, 3.53956, -1.14198)  0.28
H (1.73539, 2.10319, 1.64928)  0.85
N (-3.75651, 0.00946, -1.23142)  0.12
C (-2.45695, -0.25243, -1.07282)  1.60
N (-2.16981, -0.84005, 0.08583)  -0.57
C (-3.38674, -0.99136, 0.74448)  -0.02
C (-3.71456, -1.63122, 1.93711)  -0.54
C (-5.04690, -1.65091, 2.29157)  -0.70
C (-6.03811, -1.07436, 1.47975)  -0.62
C (-5.73564, -0.47939, 0.27157)  -1.13
C (-4.39172, -0.45414, -0.07864)  0.87
H (-4.18372, 0.43291, -2.04211)  0.28
H (-0.54981, -0.88897, -1.57792)  0.23
H (-2.96330, -2.12091, 2.53809)  0.63
H (-5.34757, -2.14298, 3.20395)  0.51
H (-7.06890, -1.12453, 1.79675)  0.47
H (-6.50261, -0.07239, -0.36710)  0.50
O (-0.48252, 0.22365, 1.86747)  0.36
As (-0.82594, 0.28920, 3.59542)  1.07
C (-0.96259, -1.51239, 4.16329)  0.30
C (-1.91577, -1.84521, 5.12433)  -0.36
C (-1.97159, -3.14904, 5.59631)  -0.74
C (-1.09121, -4.10222, 5.10780)  -0.63
C (-0.14512, -3.76572, 4.14776)  -0.78
C (-0.06952, -2.46535, 3.67605)  -0.16
C (-2.39707, 1.33161, 3.78823)  0.60
C (-3.09908, 1.79695, 2.68083)  -0.01
C (-4.23071, 2.57378, 2.87743)  -0.89
C (-4.65023, 2.87675, 4.16441)  -0.62
C (-3.93762, 2.42098, 5.26409)  -0.88
C (-2.79822, 1.65399, 5.08331)  -0.81
C (0.64055, 1.18145, 4.39212)  0.36
C (0.82915, 2.53615, 4.11043)  -0.87
C (1.88124, 3.20988, 4.70642)  -0.72
C (2.71718, 2.54129, 5.59690)  -0.64
C (2.50434, 1.20551, 5.90028)  -0.80
C (1.46083, 0.51540, 5.29999)  -0.07
H (-2.62163, -1.10838, 5.49384)  0.51
H (-2.70307, -3.41973, 6.34287)  0.49
H (-1.14088, -5.11590, 5.47710)  0.45
H (0.53285, -4.51790, 3.77262)  0.46
H (0.67084, -2.20595, 2.92578)  0.32
H (-2.77066, 1.55736, 1.67161)  0.21
H (-4.78449, 2.94589, 2.02762)  0.49
H (-5.53141, 3.48227, 4.31245)  0.46
H (-4.26250, 2.67130, 6.26279)  0.48
H (-2.23277, 1.32894, 5.95182)  0.48
H (0.14235, 3.07058, 3.45838)  0.56
H (2.03765, 4.25959, 4.50456)  0.48
H (3.52507, 3.07642, 6.07359)  0.47
H (3.14078, 0.70321, 6.61321)  0.48
H (1.29294, -0.52933, 5.54492)  0.50
C (-1.24355, 0.09272, -1.78571)  0.63
C (-1.28198, 0.37652, -3.24732)  -0.52
C (-1.45204, -0.70101, -4.11969)  -0.01
C (-1.53097, -0.47410, -5.48353)  -0.93
C (-1.47487, 0.82054, -5.97913)  -0.51
C (-1.34647, 1.89525, -5.11378)  -1.00
C (-1.24584, 1.67691, -3.74849)  -0.30
H (-1.51020, -1.71400, -3.73869)  0.54
H (-1.64434, -1.30739, -6.16019)  0.47
H (-1.54467, 0.99209, -7.04189)  0.47
H (-1.32823, 2.90171, -5.49993)  0.48
H (-1.17211, 2.52124, -3.07699)  0.58

Energy relative to the best compared isomer or geometry (same formula, charge and spin) (eV): 0.979
E (Ha): -4072.95193
HOMO-LUMO gap (eV): 6.54
Total charge: +3

***

This record from the OMol25 dataset describes a 2-piece molecular cluster, C3H9NS2 overall. The level of theory is wB97M-V/def2-TZVPD.

Each line ends with the Mulliken charge.
Element x y z (Å)
C (-2.26640, 0.38422, -0.55533)  -0.16
C (1.39257, -1.34942, 0.46932)  -0.78
C (1.05829, 1.37517, 0.42799)  -0.80
H (-1.31246, -1.39663, -0.78950)  0.19
H (-0.40234, -0.01977, -1.32621)  0.24
H (-2.07737, 1.44432, -0.74595)  0.30
H (2.08237, -1.23562, 1.31122)  0.31
H (0.36989, -1.45329, 0.84596)  0.27
H (1.65556, -2.25982, -0.07556)  0.32
H (0.04054, 1.23866, 0.80557)  0.28
H (1.75173, 1.45614, 1.27087)  0.31
H (1.09568, 2.30620, -0.14377)  0.30
N (-1.24348, -0.39746, -0.92105)  -0.25
S (-3.67470, -0.12576, 0.10833)  -0.36
S (1.53012, 0.03305, -0.68188)  -0.16

Energy relative to the best compared isomer or geometry (same formula, charge and spin) (eV): 0.559
E (Ha): -970.81117
SMILES string: NC=S.CSC
HOMO-LUMO gap (eV): 8.91